Entry from OMol25: an isolated molecule of C20H23NO5S (ωB97M-V/def2-TZVPD).

```
! RIJCOSX wB97M-V def2-TZVPD def2/J DEFGRID3
* xyz 0 1
C 3.984 2.305 1.651
H 4.645 2.437 0.789
O 2.936 3.244 1.640
C 2.067 3.231 0.577
C 2.114 2.356 -0.489
C 1.167 2.437 -1.509
C 0.182 3.408 -1.456
C 0.127 4.290 -0.391
C 1.058 4.212 0.630
O 0.998 5.074 1.674
H 1.728 4.870 2.275
H -0.635 5.050 -0.334
H -0.549 3.478 -2.247
C 1.228 1.467 -2.654
N 1.287 0.095 -2.234
C 2.448 -0.584 -2.318
O 2.623 -1.702 -1.888
C 3.522 0.209 -3.043
H 3.913 -0.374 -3.877
H 4.347 0.447 -2.368
S 2.751 1.719 -3.671
C 0.124 -0.517 -1.626
H 0.157 -1.582 -1.877
H -0.771 -0.072 -2.065
C 0.094 -0.367 -0.099
C -1.113 -1.066 0.457
C -2.255 -0.366 0.789
C -3.376 -1.030 1.271
C -3.372 -2.404 1.421
C -2.208 -3.131 1.078
C -1.101 -2.452 0.604
H -0.202 -2.988 0.342
O -2.285 -4.478 1.254
C -1.162 -5.258 0.927
H -1.449 -6.287 1.138
H -0.900 -5.166 -0.132
H -0.294 -4.993 1.539
O -4.414 -3.150 1.883
C -5.597 -2.486 2.248
H -5.427 -1.777 3.065
H -6.279 -3.266 2.585
H -6.044 -1.959 1.398
H -4.252 -0.454 1.527
H -2.281 0.708 0.681
H 1.007 -0.811 0.304
H 0.068 0.691 0.165
H 0.375 1.622 -3.326
H 2.876 1.594 -0.541
H 3.602 1.280 1.668
H 4.542 2.498 2.566
*
```

As for the structure (SMILES): COc1cc([C@H]2SCC(=O)N2CCc2ccc(OC)c(OC)c2)ccc1O. As for the total energy: -43675.745 eV. The lowest unoccupied orbital energy comes out at 0.6 eV. The value obtained for the orbital gap is 8.5 eV. As for the relative energy (zero: lowest compared OMol25 entry of this formula, charge and spin): 1.598 eV.


Entry from OMol25: a structure of composition C20H24AlB2Br12O16 in a non-equilibrium geometry (ωB97M-V/def2-TZVPD).

```
! RIJCOSX wB97M-V def2-TZVPD def2/J DEFGRID3
* xyz 1 1
Al 3.518 2.063 -5.075
O 4.214 0.827 -2.064
C 3.721 -0.258 -2.014
O 3.228 -0.884 -0.948
B 2.725 -2.174 -1.403
O 2.830 -2.224 -2.872
C 3.365 -1.086 -3.241
O 3.535 -0.716 -4.371
O 1.423 -2.496 -0.772
C 1.401 -3.715 -0.314
O 0.468 -4.310 0.129
C 2.872 -4.235 -0.375
O 3.595 -3.314 -0.915
O 3.149 -5.327 0.022
O -1.666 -3.024 0.195
C -1.285 -1.911 0.025
O -1.420 -1.168 -1.045
B -0.660 0.077 -0.909
O -0.299 0.122 0.522
C -0.503 -1.054 1.059
O -0.207 -1.383 2.168
O 0.512 0.144 -1.760
C 0.573 1.309 -2.353
O 1.454 1.669 -3.078
C -0.740 2.045 -2.065
O -1.488 1.262 -1.285
O -1.118 3.030 -2.620
Br -2.392 -0.065 5.326
C -0.717 0.844 5.710
C 0.310 0.843 4.641
Br 1.841 1.924 5.144
H -0.331 0.423 6.640
H -0.999 1.846 6.037
H -0.133 1.192 3.707
H 0.692 -0.154 4.431
Br -2.436 1.402 -5.418
C -3.554 1.305 -3.765
C -3.496 -0.107 -3.218
Br -4.853 -0.140 -1.796
H -4.570 1.577 -4.030
H -3.119 1.978 -3.032
H -2.508 -0.351 -2.833
H -3.784 -0.905 -3.894
Br -3.424 -3.729 3.709
C -1.596 -3.656 4.352
C -0.927 -5.013 4.216
Br -1.000 -5.720 2.396
H -1.728 -3.390 5.398
H -0.971 -2.907 3.868
H -1.526 -5.733 4.777
H 0.099 -5.124 4.554
Br 0.941 5.947 0.945
C -0.575 4.700 0.713
C -0.432 3.596 1.744
Br -2.067 2.503 1.832
H -0.441 4.274 -0.277
H -1.531 5.202 0.811
H -0.336 4.039 2.732
H 0.413 2.948 1.530
Br -3.361 6.640 -5.260
C -1.764 5.502 -4.902
C -1.400 4.786 -6.182
Br 0.164 3.638 -5.794
H -2.127 4.913 -4.066
H -0.956 6.128 -4.535
H -1.095 5.449 -6.983
H -2.231 4.166 -6.506
Br 2.760 -5.215 3.417
C 3.643 -3.551 2.901
C 2.572 -2.500 2.722
Br 3.473 -0.754 2.379
H 4.189 -3.704 1.976
H 4.254 -3.232 3.742
H 1.946 -2.350 3.597
H 1.891 -2.733 1.905
*
```

As for the total energy: -902346.247 eV. The lowest unoccupied orbital energy comes out at -10.0 eV. The value obtained for the orbital gap is 1.7 eV. As for the relative energy (zero: lowest compared OMol25 entry of this formula, charge and spin): 0.000 eV.


Entry from OMol25: a structure of composition C20H24BCsN9SSi in a non-equilibrium geometry (ωB97M-V/def2-TZVPD).

```
! RIJCOSX wB97M-V def2-TZVPD def2/J DEFGRID3
* xyz 0 2
Cs -0.111 0.094 0.851
C -3.711 2.740 3.041
C -2.587 1.925 2.909
N -2.307 1.723 1.635
N -3.218 2.383 0.915
C -4.077 3.005 1.742
B -3.142 2.328 -0.631
N -1.771 2.896 -1.067
C -1.541 3.930 -1.897
C -0.180 4.105 -2.003
C 0.350 3.112 -1.180
N -0.617 2.400 -0.630
N -3.258 0.848 -1.067
C -4.172 0.308 -1.895
C -3.916 -1.040 -2.000
C -2.807 -1.236 -1.177
N -2.429 -0.095 -0.630
N -4.206 3.100 -1.419
C -5.275 3.876 -1.141
C -5.842 4.287 -2.324
C -5.039 3.704 -3.309
N -4.075 3.005 -2.751
H -4.188 3.085 3.938
H -1.983 1.487 3.687
H -4.893 3.596 1.394
H -2.323 4.462 -2.393
H 0.345 4.836 -2.583
H 1.384 2.877 -0.994
H -4.920 0.886 -2.391
H -4.448 -1.767 -2.578
H -2.265 -2.147 -0.990
H -5.600 4.113 -0.152
H -6.703 4.912 -2.453
H -5.127 3.768 -4.376
C 6.405 -4.851 1.037
Si 4.536 -4.471 1.036
C 3.778 -5.228 2.614
C 3.776 -5.227 -0.542
C 4.402 -2.572 1.042
C 5.523 -1.755 1.035
C 5.397 -0.372 1.035
C 4.115 0.157 1.045
N 3.025 -0.586 1.057
C 3.156 -1.914 1.054
S 1.700 -2.826 1.072
H 6.566 -5.923 1.037
H 6.898 -4.448 1.916
H 6.900 -4.449 0.158
H 4.093 -6.263 2.718
H 2.693 -5.213 2.589
H 4.095 -4.698 3.508
H 4.092 -6.262 -0.645
H 4.093 -4.698 -1.436
H 2.691 -5.213 -0.516
H 6.505 -2.200 1.029
H 6.262 0.275 1.029
H 3.950 1.228 1.046
*
```

As for the total energy: -54479.737 eV. The lowest unoccupied orbital energy (spin up / spin down) comes out at 0.0 / -3.1 eV. The value obtained for the orbital gap (spin up / spin down) is 8.3 / 5.2 eV. Its expectation value of S² is 0.773. As for the relative energy (zero: lowest compared OMol25 entry of this formula, charge and spin): 1.063 eV.


Entry from OMol25: a structure of composition C20H24BaN4S2 in a non-equilibrium geometry (ωB97M-V/def2-TZVPD).

```
! RIJCOSX wB97M-V def2-TZVPD def2/J DEFGRID3
* xyz 0 1
Ba -1.184 0.005 1.095
C 1.306 -2.683 -0.782
N 1.091 -1.399 -0.057
C 1.685 -0.274 -0.764
C 0.748 0.441 -1.707
N -0.018 1.504 -1.073
C -1.109 1.952 -1.942
C 0.707 2.575 -0.446
C 2.066 2.759 -0.714
C 2.835 3.718 -0.046
C 2.281 4.514 0.928
C 0.917 4.277 1.223
C 0.125 3.291 0.617
S -1.577 3.018 1.144
C 1.475 -1.625 1.372
C 2.776 -1.282 1.701
C 3.312 -1.481 2.914
C 2.520 -2.072 3.920
C 1.231 -2.468 3.616
C 0.613 -2.275 2.309
S -0.979 -2.874 1.842
H 2.399 -2.908 -0.702
H 1.096 -2.426 -1.860
H 0.771 -3.479 -0.380
H 2.600 -0.575 -1.305
H 2.041 0.479 -0.050
H 0.000 -0.296 -1.906
H 1.282 0.696 -2.615
H -0.983 2.935 -2.348
H -2.052 2.083 -1.347
H -1.298 1.182 -2.704
H 2.477 2.150 -1.479
H 3.855 3.863 -0.401
H 2.891 5.240 1.515
H 0.343 4.859 1.981
H 3.417 -0.839 0.905
H 4.338 -1.272 3.149
H 2.886 -2.351 4.911
H 0.632 -2.924 4.401
C -2.590 -2.569 -1.611
C -3.577 -1.495 -1.280
N -3.253 -0.308 -0.831
C -4.487 0.347 -0.689
C -5.507 -0.447 -1.083
N -4.897 -1.668 -1.426
H -2.225 -2.418 -2.638
H -2.982 -3.547 -1.283
H -1.674 -2.475 -0.991
H -4.434 1.349 -0.338
H -6.563 -0.252 -1.016
H -5.328 -2.554 -1.727
*
```

As for the total energy: -49455.564 eV. The lowest unoccupied orbital energy comes out at 0.1 eV. The value obtained for the orbital gap is 7.1 eV.